The following is a quantum chemistry calculation of a structure of composition C71H70AsBBiBrF3N12OS2Sb, from the Open Molecules 2025 dataset.

ORCA input file:
```
! RIJCOSX wB97M-V def2-TZVPD def2/J DEFGRID3
* xyz 3 2
Bi -0.611 -0.275 -0.103
Sb 2.382 0.420 3.158
Br -0.773 7.662 1.808
As -1.753 1.756 -1.833
S 3.889 -0.238 -2.371
S 3.282 2.622 -0.233
F 8.264 2.295 3.935
F -1.036 3.854 7.068
F 3.113 -4.990 6.199
O 2.658 1.618 0.703
N -0.530 -3.466 -0.480
N -2.889 -2.332 -0.318
N 4.716 -0.006 -4.870
N 4.720 -2.127 -3.955
N -2.556 -4.589 -1.196
N -0.831 -1.303 -2.218
N 0.275 -2.446 -0.134
N -2.569 -5.174 0.034
N -1.554 -2.437 -2.399
N -1.370 -1.241 2.206
N -2.702 -1.011 -0.101
N -1.116 1.601 2.001
C 1.734 -3.530 4.995
C -2.025 3.784 2.627
C -0.251 3.125 6.274
C 6.717 0.864 2.908
C -3.854 -0.149 -5.010
C 1.590 -2.333 4.321
C -3.907 5.263 -0.865
C -0.076 3.607 1.216
C 4.952 4.630 0.211
C -0.060 1.782 6.562
C 0.317 4.886 -4.712
C 3.641 4.124 0.768
C -5.441 3.861 -2.060
C -1.545 1.023 3.057
C 4.030 -2.944 5.505
C -5.156 5.062 -1.432
C 5.269 -2.785 -5.118
C 2.647 -1.439 4.251
C -0.265 -0.980 -3.385
C 6.996 1.933 3.749
C 5.880 3.422 0.156
C -2.940 4.276 -0.948
C -1.734 -0.404 3.190
C -2.452 1.121 -3.538
C 0.207 3.975 -2.490
C -4.782 -1.516 0.479
C -3.390 -7.248 1.071
C -3.190 -5.396 -2.085
C -3.839 -0.496 0.403
C 5.399 0.486 2.736
C -1.124 3.013 -4.266
C 3.866 -1.748 4.829
C 4.552 1.427 -4.848
C 0.708 1.016 5.704
C -2.610 1.723 -5.867
C -1.079 2.989 1.967
C -2.168 -3.078 3.514
C -4.481 2.866 -2.133
C 5.083 2.263 -0.431
C -3.178 -6.337 -0.082
C 2.961 -3.825 5.573
C 0.722 0.109 -3.544
C 1.481 -4.309 -0.130
C -2.552 -2.223 4.537
C 5.990 2.635 4.397
C 4.673 2.252 4.206
C -2.322 -0.870 4.370
C -1.582 -2.539 2.377
C 1.090 2.946 4.316
C -0.674 -1.896 -4.357
C -3.506 0.685 -6.059
C -4.040 0.915 0.797
C 0.331 3.726 5.168
C -0.909 5.765 1.877
C 2.667 -2.075 0.384
C 4.497 -0.817 -3.840
C -3.218 3.077 -1.592
C -2.076 1.953 -4.606
C 1.504 -2.928 0.071
C 4.382 1.168 3.393
C -0.600 3.949 -5.152
C -1.939 5.159 2.589
C -3.590 -6.524 -1.420
C -1.469 -2.800 -3.686
C -3.329 0.071 -3.745
C -0.723 3.045 -2.919
C -4.143 -2.649 0.021
C 0.183 -4.603 -0.488
C 0.733 4.891 -3.391
C 1.281 1.600 4.588
C 0.006 4.984 1.175
B -1.916 -3.244 -1.134
H -0.502 1.359 7.450
H 3.008 -1.571 -0.524
H -3.109 1.473 0.838
H 1.680 -0.335 -3.813
H -4.544 -0.964 -5.171
H 0.522 3.995 -1.455
H 7.525 0.341 2.419
H 4.790 5.022 -0.794
H 5.156 -0.386 -5.694
H 0.441 0.779 -4.355
H -2.856 3.329 3.143
H 3.710 3.820 1.811
H 0.854 0.671 -2.620
H 5.368 5.429 0.822
H -3.014 -2.592 5.441
H -3.939 0.529 -7.034
H 0.872 -0.030 5.917
H -1.824 1.590 3.948
H -1.960 -3.674 -4.057
H 4.636 -2.618 -5.991
H 4.969 -3.198 5.971
H 4.542 -2.684 -3.134
H 5.518 1.926 -4.737
H 5.230 2.160 -1.504
H -0.919 3.961 -6.182
H -5.792 -1.430 0.823
H 3.479 -2.682 0.775
H 0.920 -4.234 5.074
H 0.188 4.781 4.993
H 4.692 -1.055 4.768
H 5.305 -3.852 -4.926
H 2.301 -4.992 -0.042
H 0.647 -2.088 3.850
H -2.478 -7.804 1.293
H 4.089 1.751 -5.778
H -4.716 1.933 -2.632
H 3.881 2.789 4.710
H -2.667 5.763 3.106
H 6.245 3.461 5.042
H -0.262 -5.547 -0.723
H 5.156 -0.355 2.099
H -3.336 -5.120 -3.109
H -4.713 1.412 0.099
H 1.455 5.622 -3.062
H -2.610 -0.162 5.132
H 0.707 5.620 -5.401
H 1.543 3.391 3.439
H -1.952 4.438 -0.536
H 2.407 -1.301 1.104
H -5.901 5.840 -1.389
H -6.410 3.703 -2.510
H 3.909 1.701 -4.013
H -3.610 -0.577 -2.923
H -4.105 -7.372 -1.816
H -2.330 -4.140 3.584
H 0.650 2.980 0.717
H 6.753 3.642 -0.455
H 6.220 3.168 1.160
H 5.294 1.308 0.040
H 0.769 5.476 0.592
H -1.288 -3.198 1.578
H -3.662 -6.675 1.955
H -4.523 0.946 1.771
H -2.337 2.358 -6.695
H 2.826 4.831 0.646
H -0.433 -1.888 -5.400
H -3.681 6.199 -0.379
H -4.182 -7.959 0.851
H 6.282 -2.437 -5.327
H -4.526 -3.644 -0.070
*
```

Results
F_max = 2.87 eV/A
lowest unoccupied orbital energy (spin up / spin down) = -7.53 / -9.66 eV
relative energy (zero: lowest compared OMol25 entry of this formula, charge and spin) = 0.000 eV
gap between HOMO and LUMO (spin up / spin down) = 6.55 / 4.42 eV
calculated total energy = -9864.60552 Eh
HOMO level (spin up / spin down) = -14.077 / -14.077 eV